The following is a DFT calculation (the ωB97M-V functional and the def2-TZVPD basis) of a molecular structure, C55H63BiN4O5Sb2Si.

```
! RIJCOSX wB97M-V def2-TZVPD def2/J DEFGRID3
* xyz 0 1
Bi 0.45 -0.36 -0.47
C 4.00 1.73 4.43
O 4.19 1.61 3.03
C 5.45 1.41 2.58
C 6.57 1.30 3.39
C 7.83 1.14 2.82
C 7.98 1.06 1.44
C 6.85 1.13 0.63
C 5.59 1.30 1.18
N 4.47 1.40 0.33
C 3.32 0.67 0.43
N 3.42 -0.44 1.18
C 2.43 -1.24 1.80
C 1.17 -1.41 1.41
C 0.22 -2.32 2.19
C 0.89 -3.17 3.31
C 2.30 -2.81 3.67
C 3.01 -1.94 2.98
O 4.31 -1.58 3.23
C 4.98 -2.28 4.26
N 2.23 1.03 -0.21
C 2.25 2.29 -0.87
C 2.22 2.31 -2.26
C 2.33 3.49 -2.98
C 2.48 4.69 -2.29
C 2.50 4.69 -0.91
C 2.38 3.51 -0.18
O 2.53 3.61 1.16
C 1.60 2.93 2.02
H 2.94 1.94 4.57
H 4.59 2.55 4.84
H 4.25 0.80 4.94
H 6.48 1.38 4.46
H 8.70 1.07 3.46
H 8.95 0.93 1.00
H 6.93 1.04 -0.44
H 4.49 2.10 -0.39
H 4.33 -0.58 1.58
H -0.53 -1.68 2.65
H 0.29 -3.06 4.21
H 2.73 -3.34 4.52
H 5.99 -1.90 4.27
H 4.98 -3.35 4.07
H 4.50 -2.09 5.23
H 2.09 1.37 -2.78
H 2.30 3.47 -4.06
H 2.58 5.62 -2.83
H 2.61 5.61 -0.35
H 1.55 3.52 2.93
H 1.95 1.93 2.26
H 0.61 2.87 1.56
C -3.87 0.55 -0.92
C -3.81 -0.80 -1.65
C -2.48 -1.54 -1.65
Sb -2.41 -2.44 0.35
C -0.58 -3.34 1.25
C 0.52 -4.15 0.60
C 1.28 -4.81 1.47
C 0.84 -4.69 2.91
C -0.63 -5.02 2.99
C -1.36 -4.29 2.18
C -3.15 -4.29 -0.48
C -4.53 -4.42 -0.64
C -5.08 -5.55 -1.24
C -4.25 -6.57 -1.69
C -2.88 -6.45 -1.53
C -2.33 -5.32 -0.93
Sb -4.07 1.24 1.16
C -2.81 0.25 2.62
C -3.28 -0.79 3.43
C -2.58 -1.19 4.56
C -1.40 -0.54 4.92
C -0.92 0.49 4.13
C -1.63 0.89 2.99
C -5.83 0.09 1.67
C -6.13 -1.19 1.21
C -7.29 -1.85 1.61
C -8.17 -1.23 2.48
C -7.89 0.05 2.95
C -6.73 0.70 2.54
H -4.79 1.04 -1.26
H -3.06 1.20 -1.26
H -4.06 -0.59 -2.69
H -4.61 -1.46 -1.31
H -1.67 -0.87 -1.94
H -2.50 -2.37 -2.36
H 0.71 -4.14 -0.47
H 2.14 -5.40 1.18
H 1.45 -5.28 3.59
H -1.02 -5.73 3.71
H -2.44 -4.37 2.15
H -5.20 -3.65 -0.27
H -6.15 -5.64 -1.35
H -4.67 -7.45 -2.16
H -2.22 -7.25 -1.86
H -1.26 -5.26 -0.81
H -4.19 -1.31 3.17
H -2.96 -1.99 5.18
H -0.86 -0.84 5.81
H 0.00 1.00 4.39
H -1.26 1.71 2.38
H -5.44 -1.70 0.56
H -7.49 -2.84 1.24
H -9.08 -1.74 2.79
H -8.58 0.54 3.63
H -6.53 1.70 2.91
N -0.97 1.40 -2.80
C -1.16 2.77 -2.29
C -1.47 2.80 -0.79
O -2.28 3.65 -0.39
O -0.88 1.92 -0.08
H -0.74 1.43 -3.78
H -1.85 0.90 -2.74
H -1.95 3.32 -2.81
H -0.23 3.32 -2.43
C 2.10 -0.96 -4.62
Si 2.89 -1.69 -3.08
C 4.39 -0.69 -2.54
C 3.51 -3.40 -3.53
C 1.66 -1.89 -1.70
H 2.74 -1.11 -5.49
H 1.89 0.11 -4.54
H 1.15 -1.46 -4.82
H 5.24 -0.91 -3.19
H 4.67 -0.98 -1.52
H 4.23 0.38 -2.55
H 4.25 -3.36 -4.33
H 2.69 -4.04 -3.86
H 3.98 -3.88 -2.67
H 2.18 -2.46 -0.92
H 0.86 -2.55 -2.08
*
```

## Properties
Kohn-Sham gap (eV): 7.709
ΔE to the lowest compared entry with this formula, charge and spin (kcal per mole): 73.5

Löwdin atomic charge list, values in e, 99 entries:
1. Bi 1.7811
2. C -0.0451
3. O -0.0885
4. C -0.2269
5. C -0.0125
6. C -0.0765
7. C -0.0849
8. C -0.0076
9. C -0.1618
10. N 0.1721
11. C -0.3849
12. N 0.1702
13. C -0.1884
14. C -0.2310
15. C -0.2488
16. C -0.1920
17. C 0.0151
18. C -0.2091
19. O -0.1174
20. C -0.0643
21. N -0.0235
22. C -0.2306
23. C -0.0600
24. C -0.0906
25. C -0.0747
26. C 0.0128
27. C -0.2425
28. O -0.0694
29. C -0.0439
30. H 0.0877
31. H 0.1020
32. H 0.0938
33. H 0.1075
34. H 0.1067
35. H 0.1038
36. H 0.1192
37. H 0.1564
38. H 0.1272
39. H 0.0919
40. H 0.1379
41. H 0.1115
42. H 0.0921
43. H 0.1001
44. H 0.0967
45. H 0.0770
46. H 0.1078
47. H 0.1060
48. H 0.1238
49. H 0.0989
50. H 0.0651
51. H 0.0770
52. C -0.3733
53. C -0.3848
54. C -0.4122
55. Sb 1.5610
56. C -0.4600
57. C -0.1053
58. C -0.0237
59. C -0.2317
60. C -0.0424
61. C -0.1486
62. C -0.3749
63. C -0.1317
64. C -0.0886
65. C -0.0950
66. C -0.0852
67. C -0.1112
68. Sb 1.5351
69. C -0.4294
70. C -0.1692
71. C -0.0936
72. C -0.1116
73. C -0.1002
74. C -0.1496
75. C -0.4099
76. C -0.1437
77. C -0.0907
78. C -0.0984
79. C -0.0952
80. C -0.1508
81. H 0.0489
82. H -0.0043
83. H 0.1100
84. H 0.0633
85. H -0.0494
86. H 0.0540
87. H 0.0862
88. H 0.1109
89. H 0.1367
90. H 0.1145
91. H 0.0767
92. H 0.0700
93. H 0.1016
94. H 0.1000
95. H 0.1017
96. H 0.0805
97. H 0.0823
98. H 0.1025
99. H 0.1001